(1)
{
  "formula": "C4H8O",
  "method": "the ωB97M-V functional and the def2-TZVPD basis",
  "smiles": "C[C@@H]1O[C@@H]1C",
  "multiplicity": 1,
  "homo_ev": -9.8,
  "elements": ["C", "C", "O", "C", "C", "H", "H", "H", "H", "H", "H", "H", "H"],
  "coordinates": [[-1.17772, -0.46903, 1.37065], [-0.89679, -0.20456, -0.08500], [-0.09481, -1.25824, -0.64655], [0.29829, 0.08039, -0.89344], [1.63170, 0.68606, -0.55119], [-1.89894, -1.29555, 1.33266], [-1.66378, 0.34962, 1.90864], [-0.29578, -0.82396, 1.90663], [-1.80792, 0.07781, -0.62603], [0.01383, 0.33777, -1.91814], [1.93628, 0.59390, 0.49424], [2.40957, 0.27435, -1.20652], [1.53521, 1.75113, -0.80210]],
  "mulliken_charge": [-1.22, 0.17, -0.46, 0.16, -1.09, 0.28, 0.34, 0.32, 0.30, 0.31, 0.33, 0.27, 0.29]
}

***

(2)
{
  "formula": "C4H8O",
  "method": "the ωB97M-V functional and the def2-TZVPD basis",
  "smiles": "CC1(C)CO1",
  "multiplicity": 1,
  "homo_ev": -10.1,
  "elements": ["C", "C", "C", "C", "O", "H", "H", "H", "H", "H", "H", "H", "H"],
  "coordinates": [[-1.27065, -0.78069, -0.07888], [-0.03605, 0.10893, -0.13328], [1.29397, -0.60169, -0.02191], [-0.03154, 1.52625, 0.26481], [-0.11399, 1.15571, -1.09813], [-1.80841, -0.74309, 0.87378], [-1.96288, -0.51092, -0.88251], [-0.98106, -1.82194, -0.24814], [1.46496, -0.85603, 1.03013], [2.09877, 0.06377, -0.34951], [1.32669, -1.52992, -0.60380], [-0.89986, 1.99324, 0.73088], [0.92005, 1.99638, 0.51656]],
  "mulliken_charge": [-1.33, 1.39, -1.43, -0.67, -0.49, 0.27, 0.36, 0.33, 0.29, 0.39, 0.36, 0.26, 0.25]
}

***

(3)
{
  "formula": "C4H8O",
  "method": "the ωB97M-V functional and the def2-TZVPD basis",
  "multiplicity": 1,
  "homo_ev": -9.8,
  "elements": ["C", "C", "C", "C", "O", "H", "H", "H", "H", "H", "H", "H", "H"],
  "coordinates": [[-0.88029, 0.61711, 1.35798], [-0.48151, 0.20762, -0.01405], [0.97766, 0.18887, -0.38541], [0.48291, -1.09399, -1.13497], [-0.63724, -1.21175, -0.25804], [-1.95874, 0.52035, 1.47814], [-0.37143, -0.01793, 2.09030], [-0.57793, 1.65851, 1.49922], [-0.99980, 0.76066, -0.80891], [1.45284, 0.97511, -0.97099], [1.62519, -0.04881, 0.48723], [1.41958, -1.54651, -0.92261], [0.13941, -0.89229, -2.15905]],
  "mulliken_charge": [-1.34, 0.43, -0.66, -0.47, -0.42, 0.32, 0.33, 0.34, 0.24, 0.32, 0.26, 0.34, 0.30]
}

***

(4)
{
  "formula": "C4H8O",
  "method": "the ωB97M-V functional and the def2-TZVPD basis",
  "smiles": "CCC(C)=O",
  "multiplicity": 1,
  "homo_ev": -9.6,
  "elements": ["C", "C", "C", "C", "O", "H", "H", "H", "H", "H", "H", "H", "H"],
  "coordinates": [[-0.77748, -0.62906, -1.25013], [-0.35517, -0.96356, 0.18205], [0.85098, -0.06336, 0.45595], [0.58966, 1.34460, 0.96126], [1.95493, -0.41317, 0.09454], [-1.29914, 0.33478, -1.20829], [-1.43556, -1.37742, -1.71100], [0.12074, -0.49077, -1.86823], [-0.02114, -1.99872, 0.30655], [-1.19401, -0.78287, 0.87056], [-0.12681, 1.32308, 1.79444], [1.55428, 1.78943, 1.23418], [0.13874, 1.92703, 0.13811]],
  "mulliken_charge": [-1.10, -0.29, 0.58, -1.05, -0.55, 0.30, 0.33, 0.30, 0.31, 0.27, 0.33, 0.32, 0.27]
}

***

(5)
{
  "formula": "C4H8O",
  "method": "the ωB97M-V functional and the def2-TZVPD basis",
  "smiles": "CC[C@@H]1CO1",
  "multiplicity": 1,
  "homo_ev": -9.7,
  "elements": ["C", "C", "C", "C", "O", "H", "H", "H", "H", "H", "H", "H", "H"],
  "coordinates": [[-1.91896, -0.25328, -0.15729], [-0.72486, 0.73684, 0.00578], [0.42100, 0.01179, 0.58938], [1.73162, 0.24427, -0.21598], [0.74569, -0.77215, -0.25363], [-2.09311, -0.81136, 0.82686], [-1.71930, -1.06575, -0.63749], [-2.93192, 0.12683, -0.40040], [-0.27235, 1.31692, -0.85615], [-0.97521, 1.46413, 0.69926], [0.64836, -0.17491, 1.66464], [2.71007, -0.32770, 0.25582], [1.61511, 1.21128, -0.85489]],
  "mulliken_charge": [-1.36, -0.48, 0.01, -0.42, -0.28, 0.32, 0.51, 0.31, 0.23, 0.33, 0.39, 0.24, 0.20]
}

***

(6)
{
  "formula": "C4H8O",
  "method": "the ωB97M-V functional and the def2-TZVPD basis",
  "multiplicity": 1,
  "homo_ev": -9.9,
  "elements": ["C", "C", "C", "C", "H", "H", "H", "H", "H", "H", "H", "H", "O"],
  "coordinates": [[-0.92500, 0.73214, 0.13445], [-0.51197, -0.69106, 0.56328], [0.58796, -1.14956, -0.47407], [0.51690, 1.20610, -0.23813], [-1.38921, 1.35321, 0.93100], [-1.60773, 0.67255, -0.70836], [-1.46818, -1.32255, 0.75446], [0.00720, -0.74976, 1.54683], [1.73848, -1.35693, 0.25045], [0.34425, -2.23026, -1.24457], [0.73161, 2.35979, -0.77531], [1.35297, 1.02134, 0.68266], [0.62273, 0.15498, -1.42269]],
  "mulliken_charge": [-0.41, -0.57, -0.32, -0.33, 0.31, 0.27, 0.30, 0.26, 0.20, 0.26, 0.24, 0.20, -0.41]
}

***

(7)
{
  "formula": "C4H8O",
  "method": "the ωB97M-V functional and the def2-TZVPD basis",
  "smiles": "CC1(O)CC1",
  "multiplicity": 1,
  "homo_ev": -9.8,
  "elements": ["C", "C", "O", "C", "C", "H", "H", "H", "H", "H", "H", "H", "H"],
  "coordinates": [[0.27198, 0.57449, 1.32506], [0.40649, -0.09268, -0.04855], [1.63315, -0.78484, -0.28724], [-0.86639, -0.70068, -0.55019], [-0.26958, 0.48466, -1.20514], [-0.59866, 1.38754, 1.13145], [1.18761, 1.10933, 1.58081], [0.01206, -0.20219, 2.18084], [1.59027, -1.57562, 0.25020], [-0.93899, -1.64015, -1.18639], [-1.70265, -0.39931, 0.07091], [-0.89822, 1.38350, -1.01780], [0.17292, 0.45593, -2.24396]],
  "mulliken_charge": [-1.10, 0.70, -0.55, -0.63, -0.60, 0.23, 0.35, 0.25, 0.34, 0.28, 0.25, 0.20, 0.27]
}

***

(8)
{
  "formula": "C4H8O",
  "method": "the ωB97M-V functional and the def2-TZVPD basis",
  "multiplicity": 1,
  "homo_ev": -7.6,
  "elements": ["O", "C", "C", "C", "C", "H", "H", "H", "H", "H", "H", "H", "H"],
  "coordinates": [[-0.93823, -0.13496, 0.68230], [-0.88595, -1.88340, 0.67225], [-0.31350, 0.39193, -0.48678], [1.11361, 0.09145, -0.74453], [0.69182, 1.48378, -0.32795], [-0.41789, 0.13011, 1.45437], [-1.95953, -1.98269, 0.41634], [-0.91204, -1.95869, 1.78054], [-1.03462, 0.40171, -1.29489], [1.60030, -0.54766, -0.01379], [1.42316, -0.08475, -1.76968], [0.93509, 1.80075, 0.68477], [0.69777, 2.29243, -1.05296]],
  "mulliken_charge": [-0.38, -0.64, 0.02, -0.34, -0.64, 0.43, 0.17, 0.15, 0.37, 0.18, 0.24, 0.21, 0.23]
}

***

(9)
{
  "formula": "C4H8O",
  "method": "the ωB97M-V functional and the def2-TZVPD basis",
  "smiles": "C=CC=C.O",
  "multiplicity": 1,
  "homo_ev": -8.7,
  "elements": ["C", "C", "C", "C", "H", "H", "H", "H", "H", "H", "O", "H", "H"],
  "coordinates": [[0.45188, -1.99049, -1.04037], [-0.69940, -1.25111, -0.97355], [-1.13883, -0.75241, 0.34087], [-2.28613, -0.21435, 0.63092], [1.17454, -1.76016, -0.22723], [0.59301, -2.61119, -1.89491], [-1.22354, -0.81801, -1.83909], [-0.36249, -0.97448, 1.19108], [-2.40704, 0.59700, 1.48187], [-3.12876, -0.33401, -0.08061], [3.18746, 3.74724, 0.78091], [3.58564, 2.81605, 0.90857], [2.25366, 3.54591, 0.72155]],
  "mulliken_charge": [-0.70, -0.06, -0.07, -0.62, 0.21, 0.29, 0.32, 0.17, 0.21, 0.26, -0.65, 0.33, 0.32]
}

***

(10)
{
  "formula": "C4H8O",
  "method": "the ωB97M-V functional and the def2-TZVPD basis",
  "multiplicity": 1,
  "homo_ev": -9.6,
  "elements": ["C", "C", "C", "C", "O", "H", "H", "H", "H", "H", "H", "H", "H"],
  "coordinates": [[1.56909, -0.12047, 0.18796], [0.32696, 0.25533, -0.63644], [-0.96308, -0.58418, -0.48627], [-1.23922, 0.41518, 0.63421], [-0.33207, 1.35369, 0.03772], [2.46733, 0.30971, -0.26546], [1.48954, 0.33177, 1.18639], [1.70786, -1.19734, 0.31794], [0.57045, 0.50952, -1.67644], [-1.63568, -0.39704, -1.33091], [-0.93377, -1.65716, -0.27596], [-0.87218, 0.04376, 1.60615], [-2.23583, 0.84238, 0.74901]],
  "mulliken_charge": [-1.26, 0.30, -0.51, -0.43, -0.47, 0.31, 0.34, 0.29, 0.39, 0.24, 0.28, 0.21, 0.30]
}

***

(11)
{
  "formula": "C4H8O",
  "method": "the ωB97M-V functional and the def2-TZVPD basis",
  "smiles": "CC1(O)CC1",
  "multiplicity": 1,
  "homo_ev": -9.7,
  "elements": ["C", "C", "O", "C", "C", "H", "H", "H", "H", "H", "H", "H", "H"],
  "coordinates": [[-1.01925, 1.08603, 0.02962], [-0.17415, -0.31925, -0.14853], [-1.11694, -1.36722, -0.25004], [1.09325, -0.33674, -0.85559], [1.05364, -0.39529, 0.60317], [-1.36013, 0.93563, 1.02759], [-1.85710, 1.21092, -0.63533], [-0.42463, 1.97693, 0.05116], [-1.80969, -1.18246, 0.44199], [1.51103, 0.53933, -1.13849], [1.48009, -1.23530, -1.39708], [1.29350, -1.33775, 1.13292], [1.33039, 0.42517, 1.13860]],
  "mulliken_charge": [-1.39, 0.91, -0.56, -0.71, -0.75, 0.41, 0.34, 0.34, 0.35, 0.29, 0.25, 0.24, 0.27]
}

***

(12)
{
  "formula": "C4H8O",
  "method": "the ωB97M-V functional and the def2-TZVPD basis",
  "multiplicity": 1,
  "homo_ev": [-9.2, -7.6],
  "elements": ["C", "C", "C", "C", "O", "H", "H", "H", "H", "H", "H", "H", "H"],
  "coordinates": [[-1.03332, -0.42970, -0.86309], [-1.14746, -0.91165, 0.60965], [-0.58978, 0.36755, 0.27670], [2.72607, 0.32088, -0.02419], [-0.99375, 1.59828, 0.67494], [-0.39840, -1.07857, -1.58208], [-1.82436, -0.04767, -1.34239], [-2.20280, -1.09445, 1.10788], [-0.35987, -1.62721, 0.89745], [1.99398, -0.02362, -0.80679], [3.06509, -0.39117, 0.57253], [2.28802, 1.12942, 0.49234], [-1.52340, 2.18791, -0.01296]],
  "mulliken_charge": [-0.77, -0.33, 0.36, -0.76, -0.49, 0.15, 0.32, 0.22, 0.21, 0.18, 0.31, 0.28, 0.32]
}

***

(13)
{
  "formula": "C4H8O2",
  "method": "the ωB97M-V functional and the def2-TZVPD basis",
  "smiles": "C[C@H]1O[C@H]1CO",
  "multiplicity": 1,
  "homo_ev": -10.4,
  "elements": ["C", "C", "O", "C", "C", "O", "H", "H", "H", "H", "H", "H", "H", "H"],
  "coordinates": [[1.80807, 0.40773, -0.09044], [0.89470, -0.63909, 0.49390], [0.02914, -0.18814, 1.53435], [-0.56002, -0.64040, 0.32115], [-1.26994, 0.27618, -0.63854], [-2.59534, 0.59998, -0.26913], [1.31418, 1.38211, -0.11914], [2.11690, 0.13311, -1.10426], [2.70604, 0.50646, 0.52802], [1.36039, -1.61418, 0.65824], [-1.08480, -1.59163, 0.43361], [-1.32697, -0.31071, -1.56361], [-0.70141, 1.18742, -0.86656], [-2.69093, 0.49117, 0.68242]],
  "mulliken_charge": [-1.39, 0.26, -0.45, -0.32, -0.24, -0.51, 0.39, 0.28, 0.35, 0.40, 0.42, 0.24, 0.25, 0.32]
}

***

(14)
{
  "formula": "C4H8O2",
  "method": "the ωB97M-V functional and the def2-TZVPD basis",
  "smiles": "O=C[C@H]1C[C@H]1O.[H][H]",
  "multiplicity": 1,
  "homo_ev": -9.8,
  "elements": ["O", "C", "C", "C", "C", "O", "H", "H", "H", "H", "H", "H", "H", "H"],
  "coordinates": [[-0.02148, -1.52539, 1.14048], [-0.38506, -1.29358, -0.00175], [-0.40046, 0.00079, -0.65430], [0.09097, 1.31948, -0.10905], [1.12839, 0.41104, -0.63583], [2.03156, -0.15038, 0.23787], [-0.53987, -2.10890, -0.73136], [-0.96622, 0.04814, -1.58679], [-0.18256, 2.15992, -0.74153], [0.12730, 1.50770, 0.96452], [1.56318, 0.49085, -1.62324], [1.57802, -0.52338, 1.01937], [-1.80441, -0.37210, 1.59011], [-2.21937, 0.03582, 1.13149]],
  "mulliken_charge": [-0.60, 0.00, -0.21, -0.49, -0.09, -0.52, 0.31, 0.36, 0.29, 0.21, 0.39, 0.35, -0.06, 0.08]
}

***

(15)
{
  "formula": "C4H8O2",
  "method": "the ωB97M-V functional and the def2-TZVPD basis",
  "smiles": "C=C.C=O.C=O",
  "multiplicity": 1,
  "homo_ev": -10.0,
  "elements": ["C", "C", "H", "H", "H", "H", "C", "O", "H", "H", "C", "O", "H", "H"],
  "coordinates": [[1.64524, 0.33174, 0.92239], [1.63309, -0.99325, 0.81760], [1.83513, 0.82740, 1.87181], [1.44093, 0.98314, 0.07697], [1.43877, -1.48836, -0.13129], [1.81803, -1.63810, 1.67376], [-1.54375, -0.90387, 0.30708], [-1.36072, -1.07331, -0.87544], [-1.42764, 0.08890, 0.77701], [-1.84736, -1.73755, 0.96694], [-0.90561, 1.37933, -1.60477], [-0.63500, 1.99098, -0.59773], [-1.94537, 1.27843, -1.96495], [-0.13186, 0.90462, -2.23420]],
  "mulliken_charge": [-0.40, -0.51, 0.23, 0.18, 0.27, 0.24, -0.13, -0.40, 0.25, 0.29, -0.11, -0.42, 0.28, 0.24]
}

***

(16)
{
  "formula": "C4H8O2",
  "method": "the ωB97M-V functional and the def2-TZVPD basis",
  "smiles": "CO/C(C)=C/O",
  "multiplicity": 1,
  "homo_ev": -8.3,
  "elements": ["C", "O", "C", "C", "C", "O", "H", "H", "H", "H", "H", "H", "H", "H"],
  "coordinates": [[1.18995, -1.15368, -1.35568], [-0.10817, -0.96567, -0.81314], [-0.30317, -0.03162, 0.16409], [-1.75745, 0.28756, 0.32253], [0.65801, 0.51687, 0.91871], [0.41837, 1.48148, 1.88289], [1.41709, -2.22277, -1.35388], [1.97581, -0.63318, -0.81083], [1.20217, -0.79337, -2.39064], [-2.32928, -0.64067, 0.41978], [-2.16480, 0.82873, -0.53961], [-1.91504, 0.88020, 1.22406], [1.69312, 0.19794, 0.87993], [0.02339, 2.24817, 1.45179]],
  "mulliken_charge": [-0.60, -0.35, 0.83, -1.17, -0.43, -0.54, 0.22, 0.28, 0.22, 0.30, 0.28, 0.35, 0.32, 0.30]
}

***

(17)
{
  "formula": "C4H8O2",
  "method": "the ωB97M-V functional and the def2-TZVPD basis",
  "multiplicity": 1,
  "homo_ev": [-7.7, -7.7],
  "elements": ["C", "C", "O", "C", "C", "O", "H", "H", "H", "H", "H", "H", "H", "H"],
  "coordinates": [[1.72051, 0.45369, 0.11230], [0.65536, -0.39483, 0.41151], [-0.45821, -0.16799, 1.46963], [-1.53054, -0.61115, 0.65084], [-0.63509, -0.10454, -0.44817], [-0.82177, 1.17471, -0.79517], [1.55070, 1.51660, -0.02719], [2.74267, 0.11736, 0.23851], [1.17361, -0.11190, -1.63240], [0.89908, -1.45721, 0.46521], [-2.46220, -0.06940, 0.84286], [-1.68691, -1.69581, 0.67055], [0.42058, -0.39610, -1.86581], [-1.52746, 1.57995, -0.26844]],
  "mulliken_charge": [-1.00, 0.22, -0.31, -0.47, 0.12, -0.36, 0.27, 0.28, 0.05, 0.23, 0.27, 0.23, 0.12, 0.34]
}

***

We obtain max |F| values of 0.55 0.49 3.03 0.55 14.09 5.23 3.09 0.44 3.92 0.46 4.99 4.96 0.50 0.56 0.56 0.56 0.41 eV/A for the records listed above, in that order.
We obtain relative energy (zero: lowest compared OMol25 entry of this formula, charge and spin) values of 1.4379 1.1516 2.0560 0.1136 4.5731 4.4755 1.6707 5.2822 2.7647 1.3283 1.8456 6.4873 2.0660 3.3360 3.2369 2.0755 7.3322 eV for the records listed above, in that order.
We obtain energy values of -6323.7300 -6324.0163 -6323.1118 -6325.0543 -6320.5948 -6320.6924 -6323.4972 -6319.8857 -6322.4032 -6323.8396 -6323.3223 -6318.6805 -8371.2157 -8369.9457 -8370.0448 -8371.2062 -8365.9496 eV for the records listed above, in that order.